Here is 11 unconnected molecules or ions with the total composition C13H48O13 at a distorted geometry from OMol25. Energies are from ωB97M-V/def2-TZVPD.

Each line ends with the Löwdin charge.
Geometry (Å):
1 C 1.6986 -5.3433 -5.3431  -0.20
2 H 0.3141 -7.4240 0.4454  0.07
3 H -0.9354 8.9206 0.6531  0.06
4 H 5.1398 -3.4425 -0.1977  0.08
5 C -5.2108 1.4786 -4.7066  -0.21
6 H 1.7206 3.3512 -6.4267  0.07
7 H -6.8384 2.1840 -2.7815  0.08
8 H 6.7071 0.1545 4.4032  0.07
9 O -4.1778 2.4361 -4.8838  -0.09
10 H -0.4145 2.3053 1.6589  0.07
11 H 5.6728 -0.7653 -1.2773  0.08
12 H 1.4003 1.9777 -7.4066  0.07
13 C -6.2236 -3.3454 4.5304  -0.16
14 H 1.0796 -0.0629 1.9197  0.08
15 H -5.4827 -2.6939 4.9937  0.07
16 H 1.0039 8.1718 0.3201  0.08
17 O 0.2735 1.8451 2.1452  -0.12
18 O -0.3430 9.6695 0.5543  -0.13
19 H 5.8201 -2.1256 -2.3086  0.07
20 H -6.0587 1.7860 -5.3186  0.11
21 O 1.7586 -6.4117 -6.3634  -0.09
22 H -4.8416 0.5305 -5.0975  0.10
23 H -3.3211 6.4793 3.3213  0.08
24 O -3.7729 5.4968 1.6425  -0.16
25 H 1.7760 -1.3217 7.9129  0.07
26 H 2.7176 -0.4081 6.8496  0.08
27 H -7.1449 -2.7654 4.5851  0.07
28 H 1.0580 1.0132 6.7819  0.07
29 H 1.7481 9.8692 0.3215  0.07
30 H -4.4055 3.2379 -4.4076  0.08
31 H 0.0244 0.4649 0.4947  0.08
32 H 2.6793 -6.3307 -6.6229  0.07
33 H 0.8710 -5.3483 0.1647  0.08
34 O 1.3211 -5.7769 0.8963  -0.11
35 O -5.9434 2.2224 -2.4364  -0.08
36 H -5.6801 -2.4703 2.7832  0.07
37 H -5.7541 0.1655 -2.9772  0.10
38 C 7.4411 -0.4109 4.9774  -0.12
39 O 0.0885 -4.1170 -3.9179  -0.09
40 H 2.7604 1.9314 -6.2480  0.08
41 H -0.5066 -6.6602 1.6166  0.07
42 H 0.0715 1.9301 -5.8464  0.07
43 H 0.8823 -7.4420 2.1810  0.08
44 C 0.5322 -6.8421 1.3409  -0.19
45 O 0.8861 1.5548 -5.5041  -0.12
46 H -5.0930 6.4469 2.9958  0.07
47 H 0.0421 -3.2433 -4.3131  0.08
48 C 0.1839 -5.1196 -4.9381  -0.21
49 H 7.5527 1.0076 6.4238  0.06
50 H -0.0542 -6.0072 -4.3520  0.11
51 H -4.2148 4.8750 3.3719  0.08
52 H 7.2349 -1.4779 4.8925  0.08
53 C -5.2944 1.1445 -3.1131  -0.21
54 H 4.2691 -1.7769 -1.5689  0.07
55 H 2.2770 -4.4807 -5.6739  0.11
56 C -4.1604 5.8837 2.9624  -0.14
57 C 5.3432 -1.7987 -1.3846  -0.17
58 C 1.7340 2.2614 -6.4085  -0.18
59 O 1.1252 0.6226 7.6563  -0.13
60 H 2.6923 0.0916 8.6465  0.08
61 H -0.5960 -0.0303 1.9510  0.06
62 O -6.0076 -3.3051 3.1260  -0.14
63 H 1.0604 9.2548 -1.0700  0.06
64 H -4.4606 5.0465 1.1465  0.07
65 H 2.2588 -5.6228 -4.4508  0.11
66 C 0.2462 0.5402 1.5593  -0.17
67 H -6.3305 -4.2370 5.1482  0.08
68 H -4.3120 1.1211 -2.6416  0.12
69 H 8.3818 -0.1446 4.4955  0.07
70 C 2.1630 -0.3110 7.7829  -0.17
71 O 5.7009 -2.6757 -0.3353  -0.12
72 O 7.4916 0.0503 6.3850  -0.15
73 C 0.9332 9.2149 0.0118  -0.14
74 H -0.5581 -4.9982 -5.7273  0.12

Computed properties:
energy above the lowest of the compared OMol25 structures with the same formula, charge and spin = 4.6246 eV
HOMO = -10.06 eV
total charge = 0
SMILES = OCCO.OCCO.CO.CO.CO.CO.CO.CO.CO.CO.CO